Here is a single CH4N2 molecule from the Open Molecules 2025 dataset. Energies are from ωB97M-V/def2-TZVPD.

Properties
* gap between HOMO and LUMO: 10.6 eV
* max |F|: 11.87 eV Å⁻¹
* E: -4080.368 eV
* SMILES: [H]/N=C\N

XYZ file:
```
7
Properties=species:S:1:pos:R:3:forces:R:3
N -0.4837 1.0699 0.5572 -0.1 -0.9 1.5
H -0.3532 -0.6551 -1.5622 3.1 -0.9 2.8
H 1.0669 -1.4257 -0.9364 4.4 -3.3 -0.4
C 0.0350 -0.0658 0.3995 3.5 -0.8 -0.6
H -0.8818 1.6016 -0.1717 -0.5 0.1 -1.4
N 0.3834 -0.8719 -0.6825 -9.9 5.5 -3.6
H 0.6604 -0.5117 1.1511 -0.4 0.3 1.7
```
Forces are in eV/Å.

Here is a single CH4N2O molecule from the Open Molecules 2025 dataset. Energies are from ωB97M-V/def2-TZVPD.

Properties
* gap between HOMO and LUMO: 10.7 eV
* max |F|: 2.69 eV Å⁻¹
* E: -6130.153 eV
* SMILES: NC(N)=O

XYZ file:
```
8
Properties=species:S:1:pos:R:3:forces:R:3
N -1.1953 -0.5476 -0.0853 -0.5 -2.1 1.0
H -1.2370 -1.5704 0.2555 0.0 2.5 -0.9
N 1.1279 -0.6263 -0.0109 1.7 -2.0 0.2
C 0.0174 0.1252 -0.0024 -2.0 -0.2 0.4
H 1.2687 -1.6570 0.2206 -0.6 2.4 -0.7
H -2.0230 0.0257 0.1162 0.8 -0.5 0.0
O 0.0558 1.3358 0.0362 0.2 0.5 -0.3
H 1.9126 -0.0182 -0.1948 0.4 -0.6 0.3
```
Forces are in eV/Å.

Here is a single CH4N2O molecule from the Open Molecules 2025 dataset. Energies are from ωB97M-V/def2-TZVPD.

Properties
* gap between HOMO and LUMO: 10.3 eV
* max |F|: 3.62 eV Å⁻¹
* E: -6127.201 eV
* SMILES: [H]/N=C\NO

XYZ file:
```
8
Properties=species:S:1:pos:R:3:forces:R:3
O 1.1117 -0.6593 -0.1533 1.5 -0.7 0.0
H 1.0391 1.2489 -0.4412 -0.1 0.6 -0.3
H 1.6818 -0.7337 0.6068 0.6 -0.8 0.3
N -1.3809 -0.6833 -0.0192 -0.4 0.9 0.2
H -1.4484 1.3133 -0.1585 0.7 0.4 0.3
H -0.7739 -1.5132 0.0554 -0.1 0.9 0.0
C -0.7902 0.4622 -0.0018 -2.2 -2.8 -0.6
N 0.5610 0.5652 0.1118 0.2 1.4 0.2
```
Forces are in eV/Å.

Here is a single CH4N2O molecule from the Open Molecules 2025 dataset. Energies are from ωB97M-V/def2-TZVPD.

Properties
* gap between HOMO and LUMO: 10.9 eV
* max |F|: 4.43 eV Å⁻¹
* E: -6127.007 eV
* SMILES: [H]/N=C\NO

XYZ file:
```
8
Properties=species:S:1:pos:R:3:forces:R:3
H 1.5633 -0.9492 -0.7011 -1.0 0.5 0.7
N -0.3811 -0.2789 -0.7613 -0.1 3.4 -2.9
C 0.7919 -0.4365 -0.0361 2.4 -1.2 0.4
H -1.9003 0.3129 0.3294 1.4 1.1 -1.5
O -1.2412 0.7897 -0.2895 -1.5 -1.8 2.4
H 0.3995 0.3446 1.6530 0.6 -0.8 -0.3
N 1.1303 -0.2465 1.1810 -1.5 1.1 -0.7
H -0.1292 0.2705 -1.6868 -0.3 -2.3 1.9
```
Forces are in eV/Å.

Here is 2 unconnected molecules or ions with the total composition CH4N2O from the Open Molecules 2025 dataset. Energies are from ωB97M-V/def2-TZVPD.

Properties
* gap between HOMO and LUMO: 10.6 eV
* max |F|: 2.07 eV Å⁻¹
* E: -6128.686 eV
* SMILES: N=C=N.O

XYZ file:
```
8
Properties=species:S:1:pos:R:3:forces:R:3
H -2.4850 -0.9072 -1.0401 -0.1 -0.4 0.4
H 3.2103 1.2976 0.4867 -0.1 0.1 0.3
C 1.4590 0.3975 0.2188 0.0 -1.0 -1.4
N 0.4662 -0.2996 0.1525 0.1 0.1 0.9
H -2.4775 -0.9257 0.5950 0.2 0.6 -2.0
N 2.5641 0.7954 -0.0905 0.7 0.6 0.2
H -0.4492 0.0495 -0.0805 -0.4 0.1 0.1
O -2.2878 -0.4075 -0.2419 -0.4 -0.1 1.5
```
Forces are in eV/Å.

Here is 2 unconnected molecules or ions with the total composition CH4N2O from the Open Molecules 2025 dataset. Energies are from ωB97M-V/def2-TZVPD.

Properties
* gap between HOMO and LUMO: 10.3 eV
* max |F|: 1.12 eV Å⁻¹
* E: -6129.550 eV
* SMILES: N=C=O.N

XYZ file:
```
8
Properties=species:S:1:pos:R:3:forces:R:3
O 0.0602 0.1981 -0.6753 0.1 0.5 1.0
C 0.3296 -0.3365 -1.6637 -0.2 -0.1 -0.2
N 0.3947 -0.8890 -2.7141 -0.2 -0.5 -0.9
H -1.2046 0.4820 1.5094 0.1 0.0 0.1
H -0.1910 -0.1784 2.5982 0.0 0.0 0.0
H 0.1324 1.2803 1.9559 0.0 0.0 0.0
N -0.6161 0.6942 2.3073 -0.1 0.1 0.1
H 1.0947 -1.2506 -3.3176 0.4 0.0 0.0
```
Forces are in eV/Å.

Here is a single CH4N2O molecule from the Open Molecules 2025 dataset. Energies are from ωB97M-V/def2-TZVPD.

Properties
* gap between HOMO and LUMO: 11.3 eV
* max |F|: 3.24 eV Å⁻¹
* E: -6127.153 eV
* SMILES: [H]/N=C\ON

XYZ file:
```
8
Properties=species:S:1:pos:R:3:forces:R:3
H -1.0675 -0.9811 -0.8570 0.1 -0.3 0.1
C -1.0290 -0.2960 -0.0213 2.7 1.8 0.1
N -1.9302 0.2256 0.6443 -0.5 0.6 1.1
H 1.7778 0.5967 -0.9748 -0.1 0.0 0.3
H -1.4286 0.9277 1.2682 -1.1 -0.9 -0.7
N 1.3673 -0.2021 -0.4954 -0.4 -0.4 -0.3
H 2.0415 -0.5676 0.1742 -0.2 0.2 0.0
O 0.2687 0.2967 0.2619 -0.5 -1.0 -0.6
```
Forces are in eV/Å.

Here is a single CH4N2O molecule from the Open Molecules 2025 dataset. Energies are from ωB97M-V/def2-TZVPD.

Properties
* gap between HOMO and LUMO: 10.3 eV
* max |F|: 2.76 eV Å⁻¹
* E: -6127.244 eV
* SMILES: [H]/N=C\NO

XYZ file:
```
8
Properties=species:S:1:pos:R:3:forces:R:3
H 0.3593 -1.8183 0.0371 0.0 -0.1 0.4
N 1.1392 -0.2855 -1.0376 0.2 -0.4 -0.1
H 0.9420 0.6727 -1.3242 -0.1 0.0 0.3
H -0.8572 -0.6038 1.2890 -0.7 1.7 -1.1
C 0.3065 -0.7619 -0.2071 1.1 0.9 -2.0
H -0.1904 1.6987 0.6775 0.1 -0.4 0.0
O -0.9207 1.2388 0.2298 0.0 -0.3 0.2
N -0.7787 -0.1407 0.3355 -0.6 -1.5 2.3
```
Forces are in eV/Å.

Here is 2 unconnected molecules or ions with the total composition CH4N2O from the Open Molecules 2025 dataset. Energies are from ωB97M-V/def2-TZVPD.

Properties
* gap between HOMO and LUMO: 10.9 eV
* max |F|: 2.97 eV Å⁻¹
* E: -6129.325 eV
* SMILES: N=C=O.N

XYZ file:
```
8
Properties=species:S:1:pos:R:3:forces:R:3
H 1.6184 0.4250 -0.5671 0.5 -0.3 -0.7
H 1.1646 0.5087 0.9596 0.3 -0.1 0.8
N 0.8908 0.7416 0.0313 -2.0 -0.4 -0.2
H -1.7316 -1.9189 -0.0702 -0.4 0.3 -0.2
O -3.1464 0.9179 -0.1046 -1.3 2.4 -1.0
N -2.3589 -1.2127 0.2794 0.6 -2.1 0.0
H 0.0347 0.1612 -0.1455 1.2 0.8 0.1
C -2.7769 -0.1609 -0.0961 1.1 -0.7 1.2
```
Forces are in eV/Å.

Here is a single CH4N2O molecule from the Open Molecules 2025 dataset. Energies are from ωB97M-V/def2-TZVPD.

Properties
* gap between HOMO and LUMO: 10.8 eV
* max |F|: 4.61 eV Å⁻¹
* E: -6125.480 eV
* SMILES: NN1CO1

XYZ file:
```
8
Properties=species:S:1:pos:R:3:forces:R:3
C 1.0062 0.6580 0.0663 -3.9 -1.8 1.7
N -1.3009 -0.4046 -0.1200 -0.5 -0.5 -1.0
N -0.3251 -0.0608 0.7637 3.3 2.8 -0.4
H -1.0134 -0.5059 -1.0929 0.1 0.0 0.2
H -1.7400 -1.2678 0.1910 0.1 0.1 0.0
O 1.0019 -0.6640 0.4839 0.6 -0.7 -0.5
H 0.8957 0.8538 -0.9913 0.0 0.0 -0.1
H 1.4757 1.3913 0.6993 0.2 0.1 0.1
```
Forces are in eV/Å.

Here is a gas-phase ion, CH4N2O2 (charge -2) from the Open Molecules 2025 dataset. Energies are from ωB97M-V/def2-TZVPD.

Properties
* gap between HOMO and LUMO: 5.7 eV
* max |F|: 0.73 eV Å⁻¹
* charge: -2
* E: -8169.448 eV
* SMILES: [O-]NCN[O-]

XYZ file:
```
9
Properties=species:S:1:pos:R:3:forces:R:3
O 0.2948 1.8623 1.4923 0.0 -0.1 0.2
N 0.0575 -0.7888 -1.0468 -0.6 0.3 -0.4
C 0.2586 -0.1984 0.2772 0.0 -0.1 0.2
N 0.2876 1.2626 0.1990 -0.5 0.3 -0.3
H -0.4973 -0.5690 1.0267 0.2 0.2 -0.3
O -0.1853 -2.1913 -0.9708 0.0 -0.1 0.1
H -0.6259 1.5324 -0.2215 0.5 -0.3 0.2
H -0.8326 -0.3784 -1.3992 0.5 -0.2 0.3
H 1.2427 -0.5315 0.6432 -0.2 0.0 0.0
```
Forces are in eV/Å.

Here is 2 unconnected molecules or ions with the total composition CH4N2O2 from the Open Molecules 2025 dataset. Energies are from ωB97M-V/def2-TZVPD.

Properties
* gap between HOMO and LUMO (alpha / beta): 9.4 / 8.2 eV
* max |F|: 2.74 eV Å⁻¹
* E: -8171.259 eV

XYZ file:
```
9
Properties=species:S:1:pos:R:3:forces:R:3
H -0.9941 0.4712 0.6792 0.1 0.0 0.1
N 3.4307 -0.4882 -0.9358 -1.2 0.8 1.1
O 0.5397 0.3888 -0.6813 -0.8 0.4 -1.0
H -0.1477 -1.0899 0.5896 0.1 0.1 0.0
N -0.0703 -0.2280 -1.7115 -0.5 -0.4 0.4
O 2.6823 0.0165 -0.2091 2.4 -1.0 -0.8
C -0.0193 -0.0061 0.5591 -0.5 -0.2 0.1
H 0.3570 0.1627 -2.5552 0.3 0.3 0.3
H 0.6648 0.3284 1.3333 0.0 0.0 0.0
```
Forces are in eV/Å.